[1]
Below is 7 unconnected molecules or ions with the total composition C44H92N9O, with properties calculated with ωB97M-V/def2-TZVPD.

Each line ends with the Löwdin charge.
Geometry (Å):
O  3.70  0.70  19.28  -0.371
N  -0.59  2.96  21.62  -0.210
N  6.18  4.00  22.00  -0.046
N  6.21  2.34  23.57  -0.076
N  8.58  1.82  14.77  -0.174
N  0.48  -3.17  21.49  -0.265
N  8.23  0.83  16.70  -0.168
N  12.17  -4.12  20.17  -0.059
N  9.99  -3.93  20.53  -0.092
N  2.45  1.79  15.65  -0.225
C  5.76  4.85  20.98  -0.152
C  11.14  -3.27  20.34  0.002
C  -2.53  -1.31  19.66  -0.114
C  -1.82  2.32  20.90  -0.115
C  1.35  -3.54  20.34  -0.136
C  0.41  0.20  16.11  -0.208
C  7.28  1.28  14.74  -0.028
C  10.25  -5.32  20.50  0.043
C  8.70  -3.39  20.56  -0.175
C  0.34  1.79  22.09  -0.121
C  -1.60  -2.44  20.04  -0.182
C  7.11  3.33  24.03  0.019
C  1.94  0.46  16.25  -0.119
C  0.18  3.94  20.70  0.070
C  11.59  -5.38  20.32  0.005
C  2.20  0.94  23.52  -0.086
C  8.12  -3.45  22.03  -0.033
C  2.88  -3.42  22.24  -0.120
C  1.57  -2.62  22.44  -0.081
C  -0.60  -2.12  21.31  -0.045
C  5.91  4.34  19.47  -0.032
C  9.20  2.44  13.66  -0.054
C  2.97  3.52  17.06  -0.201
C  -0.09  -1.00  16.95  -0.078
C  3.72  -0.64  19.63  -0.537
C  -0.12  -4.49  21.98  0.066
C  13.52  -3.73  19.71  0.044
C  -1.34  3.61  22.76  -0.119
C  9.04  1.73  16.09  -0.118
C  2.06  1.68  14.15  0.030
C  3.94  1.72  15.92  -0.104
C  4.25  3.19  16.33  -0.107
C  8.47  0.28  18.01  -0.210
C  5.61  1.32  24.49  0.026
C  -2.70  4.13  22.30  -0.098
C  8.15  1.24  19.18  -0.061
C  2.60  -4.11  20.92  -0.163
C  7.03  4.32  23.09  0.018
C  7.04  0.65  16.02  -0.053
C  5.78  2.69  22.31  0.046
C  -2.96  3.29  21.01  -0.126
C  5.08  -1.22  20.06  -0.096
C  1.96  3.20  16.00  -0.088
C  1.34  2.14  23.18  -0.208
H  0.92  3.28  16.33  0.133
H  3.14  -4.15  23.01  0.123
H  -2.24  -3.32  20.17  0.108
H  8.00  2.26  18.83  0.049
H  -3.29  -1.07  20.40  0.082
H  -0.89  -4.90  21.32  0.115
H  0.98  1.83  14.15  0.102
H  -0.03  1.14  16.43  0.101
H  -0.57  4.72  20.54  0.108
H  0.80  -4.07  19.56  0.147
H  8.09  -3.99  19.88  0.139
H  2.72  3.02  18.00  0.100
H  1.62  -1.58  22.14  0.087
H  -1.18  -0.97  16.98  0.076
H  4.85  -2.26  20.31  0.036
H  -3.92  2.79  20.88  0.135
H  -3.21  -1.44  18.82  0.096
H  7.18  0.93  19.58  0.038
H  2.07  3.79  15.09  0.134
H  1.68  -0.01  23.52  0.063
H  9.53  0.01  18.00  0.106
H  3.41  -4.26  20.20  0.130
H  14.11  -3.65  20.63  0.108
H  2.32  0.65  13.90  0.110
H  0.57  -5.33  22.08  0.115
H  9.20  3.52  13.79  0.089
H  0.88  1.48  21.19  0.130
H  10.04  1.94  16.43  0.106
H  11.27  -2.20  20.28  0.168
H  1.19  -2.74  23.46  0.139
H  6.86  3.95  19.11  0.057
H  6.36  0.54  24.68  0.103
H  4.45  1.34  15.03  0.114
H  2.45  -5.16  21.17  0.113
H  4.13  1.00  16.72  0.096
H  2.60  2.35  13.48  0.117
H  4.72  5.07  21.21  0.129
H  5.14  3.61  19.19  0.046
H  4.22  3.92  15.53  0.130
H  -1.67  2.05  19.85  0.129
H  1.52  -2.59  19.83  0.112
H  2.78  0.89  24.45  0.076
H  -0.28  0.95  22.36  0.116
H  0.17  0.15  15.05  0.103
H  -0.50  -4.08  22.91  0.110
H  -2.03  1.37  21.40  0.116
H  5.18  2.09  21.65  0.141
H  3.79  -2.83  22.34  0.104
H  5.58  -0.66  20.85  0.052
H  5.78  -1.22  19.22  0.051
H  9.46  -5.94  20.88  0.145
H  6.70  1.35  13.84  0.103
H  2.83  4.54  17.41  0.123
H  1.76  3.13  23.04  0.115
H  5.16  3.10  16.92  0.102
H  0.73  2.26  24.07  0.112
H  14.00  -4.46  19.06  0.115
H  0.56  3.55  19.76  0.100
H  7.91  -0.65  18.11  0.097
H  7.09  -3.13  21.89  0.056
H  0.28  -0.89  17.97  0.051
H  7.96  -4.50  22.30  0.071
H  8.83  1.11  20.03  0.068
H  -2.83  4.01  20.21  0.115
H  7.48  5.31  23.10  0.140
H  13.47  -2.71  19.34  0.103
H  2.04  0.74  17.30  0.104
H  8.79  -2.34  20.30  0.117
H  -1.06  -2.09  22.30  0.137
H  2.96  0.81  22.75  0.063
H  8.75  -2.99  22.79  0.088
H  1.04  4.30  21.27  0.097
H  12.22  -6.23  20.13  0.146
H  6.15  0.08  16.25  0.091
H  -3.41  4.07  23.12  0.132
H  5.17  1.76  25.38  0.113
H  5.65  5.07  18.70  0.079
H  4.85  0.79  23.91  0.057
H  -1.05  -2.77  19.15  0.088
H  -0.69  4.33  23.28  0.143
H  8.79  2.16  12.69  0.102
H  3.27  -1.21  18.82  0.071
H  10.25  2.20  13.82  0.095
H  -1.98  -0.38  19.53  0.044
H  -0.16  -1.20  20.95  0.107
H  2.96  -0.79  20.40  0.045
H  7.46  3.33  25.05  0.143
H  0.31  -1.98  16.69  0.085
H  -1.38  2.83  23.52  0.133
H  6.37  5.76  21.06  0.133
H  2.52  -0.41  15.95  0.148
H  -2.54  5.18  22.05  0.119

Summary:
**Total energy**: -2298.16199 Ha
**HOMO-LUMO gap (alpha / beta)**: 0.11015 / 0.24799 Ha
**Spin multiplicity**: 2
**Lowest unoccupied orbital energy (alpha / beta)**: -7.8 / -7.8 eV
**Charge**: +4

[2]
Below is a molecular structure, C24H60BeFN4O8Pb, with properties calculated with ωB97M-V/def2-TZVPD.

Each line ends with the Löwdin charge.
Geometry (Å):
Pb  0.97  1.94  -2.72  1.735
F  -2.77  1.62  -0.82  -0.603
O  -6.10  -2.31  1.71  -0.265
O  -3.00  -5.61  1.48  -0.239
O  3.81  -2.98  4.43  -0.246
O  -0.48  0.88  -5.49  -0.290
O  -1.46  -0.13  4.71  -0.202
O  2.61  3.19  -0.21  -0.297
O  3.60  2.14  -4.43  -0.321
O  0.86  4.90  -4.26  -0.297
N  2.29  0.33  -5.93  -0.047
N  0.95  -1.79  4.42  0.020
N  -4.94  -4.45  3.15  0.008
N  1.60  5.59  -1.42  -0.066
C  5.16  -2.63  4.40  -0.125
C  -2.06  -0.15  6.07  -0.034
C  -0.18  0.48  4.80  -0.224
C  4.33  1.01  -4.80  -0.208
C  1.39  5.46  -0.04  -0.223
C  0.39  6.13  -2.10  -0.174
C  -6.92  -3.33  2.26  -0.183
C  0.47  6.17  -3.63  -0.147
C  -0.12  -0.10  -6.41  -0.252
C  -1.64  1.66  -5.90  -0.044
C  -3.58  -6.50  2.48  -0.154
C  3.08  -2.65  5.72  -0.090
C  3.47  -0.24  -5.31  -0.180
C  1.26  -0.76  -6.12  -0.164
C  0.90  -0.57  5.23  -0.203
C  -6.59  -0.98  1.85  -0.073
C  4.52  3.18  -4.04  -0.062
C  -2.27  -6.24  0.50  -0.133
C  3.72  2.47  0.21  -0.131
C  -6.21  -4.74  2.50  -0.129
C  1.19  4.90  -5.63  -0.104
C  1.53  -2.84  5.29  -0.158
C  2.53  4.48  0.46  -0.164
C  -4.27  -5.64  3.55  -0.189
Be  -2.60  -2.11  1.14  0.910
H  -1.62  -0.93  6.69  0.084
H  1.12  6.99  -3.94  0.129
H  -2.53  1.04  -6.03  0.104
H  -6.00  -0.24  1.30  0.092
H  -1.39  -6.71  0.93  0.098
H  0.85  5.64  -6.35  0.101
H  0.01  0.28  -7.42  0.127
H  -0.49  6.33  -4.14  0.133
H  -1.99  0.83  6.55  0.096
H  4.62  3.07  0.11  0.098
H  3.41  -1.64  5.97  0.111
H  2.36  6.26  -1.48  0.130
H  -6.08  -5.23  1.53  0.133
H  -1.87  2.40  -5.13  0.083
H  0.04  0.88  3.81  0.112
H  3.89  1.58  -0.40  0.083
H  5.54  3.14  -4.43  0.108
H  -4.34  -7.18  2.08  0.127
H  -3.50  -5.34  4.27  0.134
H  -5.18  -4.03  4.03  0.137
H  1.03  -2.87  6.26  0.115
H  0.42  5.02  0.19  0.126
H  4.98  0.80  -3.95  0.127
H  -7.59  -1.05  1.43  0.098
H  -0.48  5.54  -1.81  0.114
H  -6.60  -0.79  2.93  0.094
H  0.04  7.07  -1.67  0.133
H  1.18  3.89  -6.03  0.089
H  2.36  4.37  1.53  0.128
H  -7.31  -3.00  3.22  0.122
H  -6.86  -5.28  3.19  0.138
H  1.50  6.40  0.50  0.136
H  4.59  3.27  -2.96  0.085
H  1.07  -1.45  -5.30  0.111
H  4.85  1.47  -5.64  0.132
H  5.74  -3.21  5.11  0.096
H  -5.02  -6.31  3.97  0.139
H  3.26  -1.00  -4.56  0.110
H  -1.35  2.29  -6.74  0.099
H  1.56  -3.76  4.72  0.117
H  4.16  -0.79  -5.95  0.123
H  0.74  -0.64  6.30  0.121
H  -0.16  1.37  5.42  0.123
H  2.59  0.65  -6.83  0.128
H  2.18  5.36  -5.64  0.083
H  -2.85  -7.18  2.92  0.134
H  -0.89  -0.86  -6.53  0.132
H  -3.09  -0.46  5.89  0.086
H  5.39  -2.88  3.36  0.091
H  -2.88  -7.03  0.04  0.101
H  3.71  2.16  1.25  0.096
H  1.59  -1.45  -6.90  0.129
H  -1.96  -5.55  -0.27  0.085
H  1.79  0.04  5.29  0.125
H  -7.77  -3.49  1.59  0.129
H  5.33  -1.56  4.52  0.083
H  3.44  5.06  0.34  0.125
H  4.11  4.13  -4.40  0.089
H  3.27  -3.45  6.43  0.124
H  1.68  -1.72  3.73  0.108

Summary:
**Total energy**: -2077.24019 Ha
**HOMO-LUMO gap**: 0.09453 Ha
**Spin multiplicity**: 1
**Lowest unoccupied orbital energy**: -12.6 eV
**Energy above the lowest of the compared OMol25 structures with the same formula, charge and spin**: 19.127 eV
**Charge**: +3

[3]
Below is 8 unconnected molecules or ions with the total composition C59H66ClF14N9O7S, with properties calculated with ωB97M-V/def2-TZVPD.

Each line ends with the Löwdin charge.
Geometry (Å):
Cl  -1.86  2.97  0.08  0.760
S  2.78  3.56  0.17  0.825
F  0.98  0.25  -1.13  0.144
F  -0.43  -0.81  0.95  0.186
F  2.79  8.18  0.89  0.215
F  0.30  1.61  1.40  0.131
F  4.86  5.46  1.31  0.165
F  4.14  7.58  2.37  0.168
F  4.74  6.95  -0.21  0.160
F  2.32  0.97  1.90  0.173
F  3.56  5.42  -1.63  0.161
F  0.83  -0.75  2.63  0.146
F  1.90  5.92  -0.39  0.110
F  1.64  -1.55  0.81  0.193
F  2.99  0.47  -0.50  0.171
F  2.30  6.55  2.23  0.222
O  2.06  3.88  -4.41  0.170
O  4.64  3.31  -3.58  -0.135
O  7.65  3.02  -1.85  -0.153
O  2.47  1.13  -3.05  -0.093
O  -2.66  2.90  -2.95  0.141
O  3.99  2.90  0.55  -0.231
O  2.07  3.78  1.39  -0.235
N  -3.57  -2.16  3.22  0.056
N  8.94  5.57  1.29  0.061
N  -5.40  -9.75  -1.96  0.054
N  -4.13  -7.18  3.82  0.057
N  -7.24  -6.83  0.61  0.048
N  -1.16  3.53  -4.52  -0.176
N  -6.06  3.96  -1.53  0.058
N  4.90  -3.80  5.47  0.050
N  1.06  4.15  -2.42  0.122
C  -5.68  1.94  -0.28  -0.066
C  3.18  -2.41  4.57  -0.069
C  0.82  -0.63  1.28  -0.554
C  2.78  1.00  -4.43  -0.217
C  7.82  7.51  2.16  -0.063
C  8.93  7.83  2.92  -0.079
C  -4.36  -3.22  3.35  -0.151
C  -1.80  2.77  -5.61  -0.074
C  5.93  3.84  -3.34  -0.157
C  -0.41  3.91  -0.51  -0.510
C  10.04  7.01  2.86  -0.074
C  -8.44  -7.24  1.02  -0.150
C  4.18  2.60  -2.43  -0.110
C  4.13  -4.12  3.22  -0.071
C  -5.27  3.16  -0.80  -0.167
C  -9.10  -5.05  1.68  -0.074
C  -5.23  -11.03  -2.28  -0.162
C  -9.40  -6.40  1.56  -0.067
C  -2.31  -3.39  1.59  -0.070
C  4.00  6.15  0.56  -0.364
C  8.49  2.15  0.21  -0.069
C  1.80  1.07  -0.44  -0.384
C  -6.46  -11.80  -0.39  -0.088
C  -1.60  5.97  0.28  -0.105
C  -6.98  1.53  -0.52  -0.084
C  1.53  0.50  -5.23  -0.039
C  -3.14  -4.48  1.74  -0.077
C  -5.24  -7.86  3.52  -0.139
C  -0.42  2.23  -2.44  -0.032
C  -1.64  4.90  -4.57  -0.086
C  -2.56  -2.25  2.35  -0.157
C  -3.19  -7.83  4.52  -0.139
C  1.84  2.50  -1.04  -0.104
C  4.03  -2.80  5.58  -0.154
C  -5.73  -12.09  -1.54  -0.082
C  10.00  5.90  2.03  -0.149
C  -7.30  3.54  -1.76  -0.162
C  7.49  1.94  -0.94  -0.276
C  -4.47  -9.83  4.61  -0.079
C  7.87  6.38  1.36  -0.141
C  0.47  3.13  -1.54  -0.318
C  2.63  2.39  -2.42  -0.251
C  3.22  7.12  1.51  -0.606
C  3.23  -3.08  3.37  -0.078
C  2.00  3.51  -3.29  -0.367
C  7.04  2.78  -3.12  -0.160
C  -6.97  -5.53  0.73  -0.152
C  -7.86  -4.60  1.26  -0.063
C  -3.31  -9.15  4.93  -0.071
C  -4.19  -4.40  2.65  -0.097
C  4.94  -4.44  4.30  -0.160
C  -1.03  5.26  -1.00  -0.258
C  -6.65  -10.47  -0.04  -0.079
C  -1.53  2.91  -3.24  -0.438
C  -6.11  -9.49  -0.86  -0.147
C  -7.81  2.34  -1.28  -0.080
C  3.10  5.29  -0.41  -0.426
C  -5.46  -9.18  3.89  -0.069
C  1.33  0.85  1.03  -0.374
H  8.61  3.21  0.45  0.045
H  1.12  1.36  -5.78  0.068
H  3.52  0.19  -4.54  0.125
H  0.09  4.19  0.42  0.066
H  -7.58  -3.56  1.34  0.105
H  -7.21  -10.21  0.84  0.081
H  7.85  2.90  -3.85  0.124
H  -5.98  -7.31  2.95  0.085
H  -8.83  2.06  -1.49  0.098
H  10.84  5.23  1.95  0.105
H  5.95  4.58  -2.53  0.126
H  -4.65  -11.21  -3.18  0.100
H  8.93  8.71  3.55  0.105
H  -7.91  4.21  -2.35  0.100
H  7.72  0.96  -1.39  0.118
H  9.48  1.74  -0.02  0.071
H  -5.56  -13.11  -1.85  0.098
H  0.16  1.68  -3.19  0.112
H  -2.87  3.00  -5.70  0.091
H  -2.61  5.64  0.52  0.058
H  -1.48  -3.41  0.89  0.096
H  4.64  3.12  -1.58  0.097
H  6.68  1.74  -3.21  0.119
H  2.48  -1.59  4.71  0.098
H  -6.87  -12.60  0.21  0.103
H  -1.33  3.12  -6.54  0.090
H  -8.63  -8.30  0.91  0.094
H  -0.28  5.95  -1.39  0.096
H  0.47  4.65  -3.09  0.114
H  -10.36  -6.79  1.87  0.103
H  -4.86  -5.24  2.80  0.056
H  -0.90  5.94  1.12  0.079
H  -2.30  -7.25  4.75  0.108
H  4.21  -4.68  2.29  0.100
H  -1.61  1.69  -5.53  0.089
H  -0.90  1.43  -1.87  0.111
H  -6.23  -8.44  -0.62  0.071
H  -5.17  -3.12  4.07  0.102
H  -5.99  -5.22  0.39  0.104
H  -6.38  -9.68  3.62  0.097
H  6.93  8.13  2.17  0.097
H  3.19  1.85  -4.98  0.118
H  -1.94  -1.38  2.26  0.080
H  6.48  1.90  -0.50  0.104
H  -4.27  3.52  -0.63  0.036
H  -9.82  -4.36  2.10  0.107
H  1.85  -0.28  -5.93  0.074
H  -7.34  0.59  -0.13  0.102
H  -4.61  -10.86  4.91  0.105
H  -2.52  -9.62  5.49  0.102
H  8.11  1.64  1.11  0.075
H  -2.97  -5.39  1.17  0.108
H  -2.73  5.00  -4.45  0.099
H  -1.69  7.03  0.00  0.078
H  10.93  7.22  3.44  0.100
H  -1.89  5.11  -1.65  0.092
H  -5.00  1.34  0.30  0.101
H  2.58  -2.81  2.55  0.082
H  7.03  6.09  0.75  0.084
H  0.83  0.08  -4.50  0.073
H  -1.16  5.52  -3.80  0.068
H  -1.39  5.36  -5.54  0.096
H  6.20  4.39  -4.25  0.130
H  4.02  -2.30  6.55  0.102
H  4.65  1.61  -2.47  0.141
H  5.66  -5.25  4.24  0.100

Summary:
**Total energy**: -5563.59057 Ha
**SMILES**: CCOCCOC[C@]1(OCC)C(=O)N[C@](CC(=O)N(C)C)([C@H](Cl)CC)[C@]1(C(F)(F)C(F)(F)C(F)(F)F)S(=O)(=O)C(F)(F)C(F)(F)C(F)(F)F.c1ccncc1.c1ccncc1.c1ccncc1.c1ccncc1.c1ccncc1.c1ccncc1.c1ccncc1
**HOMO-LUMO gap**: 0.32880 Ha
**Spin multiplicity**: 1
**Lowest unoccupied orbital energy**: -0.3 eV